No. 1
Formula: C4H12N2S
Source: the Open Molecules 2025 dataset
Level of theory: the ωB97M-V functional and the def2-TZVPD basis

Structure (XYZ):
```
19
Properties=species:S:1:pos:R:3:forces:R:3
C 0.650895 -0.180060 0.174716 0.4 1.2 0.3
N -0.459361 0.544229 0.673012 -1.3 -1.4 -0.7
C -1.431273 1.147007 -0.266203 1.1 -0.1 0.8
C -1.930209 0.133529 -1.305731 0.3 -0.7 0.4
S -2.164890 -1.549025 -0.602173 -0.1 0.2 0.1
C 1.743303 -0.396672 1.238896 1.0 -0.1 -0.2
N 2.996704 0.287736 0.889342 0.1 -0.6 -0.1
H 0.988035 0.392961 -0.692106 0.3 -0.4 -0.1
H 0.282598 -1.170788 -0.167757 -0.2 0.0 0.0
H -0.892710 0.079180 1.470436 0.1 0.5 0.5
H -2.224259 1.561705 0.345818 -0.1 0.1 -0.1
H -0.844746 1.914890 -0.766651 -0.4 0.3 -0.2
H -1.211170 0.029791 -2.121136 -0.4 0.3 -0.1
H -2.917305 0.464942 -1.597400 0.0 0.3 -0.5
H -2.721367 -2.038507 -1.714943 0.0 -0.1 0.0
H 1.923519 -1.461194 1.329886 0.0 -0.3 0.0
H 1.450207 -0.054651 2.227849 -0.5 0.1 0.0
H 3.774530 -0.377747 0.929513 -0.3 0.5 0.0
H 2.987501 0.672674 -0.045360 0.0 0.1 0.0
```
Forces are in eV/Å.

The spin multiplicity is 2. The charge is +1. The LUMO energy (spin up / spin down) comes out at -2.912 / -7.862 eV.

---

No. 2
Formula: C4H12N2S2
Source: the Open Molecules 2025 dataset
Level of theory: the ωB97M-V functional and the def2-TZVPD basis

Structure (XYZ):
```
20
Properties=species:S:1:pos:R:3:forces:R:3
N 0.821830 -1.210797 -2.464917 0.8 -0.2 -0.1
C 1.779073 -0.483356 -1.628654 -0.5 -0.4 0.2
C 1.514306 1.028664 -1.551251 0.8 -0.5 0.5
S -0.133358 1.507652 -0.971570 -0.1 0.1 -0.3
S -0.218351 0.782328 0.922508 -0.4 -0.3 0.1
C -1.095917 -0.819369 0.672089 0.9 -0.6 0.3
C -1.675778 -1.302137 2.000887 -0.7 1.0 0.1
N -0.647674 -1.340407 3.072784 -1.2 0.2 -1.0
H 0.922299 -0.916512 -3.437066 -0.5 -0.1 0.4
H -0.129906 -1.118870 -2.123201 0.2 0.2 -0.3
H 1.776462 -0.928665 -0.617623 -0.3 0.4 -0.2
H 2.811516 -0.704606 -1.942387 -0.3 0.3 -0.4
H 2.252204 1.449642 -0.866037 0.0 0.3 -0.1
H 1.637851 1.511147 -2.523696 -0.1 0.0 0.0
H -1.857484 -0.755986 -0.112874 0.1 0.2 0.3
H -0.337364 -1.544800 0.353692 -0.1 0.1 -0.2
H -2.252262 -2.224350 1.828279 0.4 -0.2 0.1
H -2.458048 -0.563091 2.237135 0.3 -0.1 0.4
H 0.012027 -2.058477 2.789151 0.0 -0.1 0.8
H -1.099151 -1.469501 3.986120 0.7 -0.4 -0.6
```
Forces are in eV/Å.

The spin multiplicity is 1. Its structure (SMILES) is NCCSSCCN. The charge is 0. The LUMO energy comes out at 0.854 eV.

---

No. 3
Formula: C4H12N2S2
Source: the Open Molecules 2025 dataset
Level of theory: the ωB97M-V functional and the def2-TZVPD basis

Structure (XYZ):
```
20
Properties=species:S:1:pos:R:3:forces:R:3
C -1.335541 -0.980109 -0.159414 3.3 -1.9 0.6
C 2.192946 -1.062974 -0.020717 -2.5 1.3 1.2
C -1.432834 0.477154 -0.035305 -4.4 -0.4 1.6
C -0.423263 1.330328 -0.161413 0.1 3.0 -0.4
N 1.504980 -0.386876 2.096511 1.0 -0.3 -1.7
N 1.408203 -1.345393 1.164395 1.3 0.8 0.4
S -3.004586 1.075603 -1.682924 -0.3 0.4 0.1
S -0.551142 3.131947 -0.068751 0.3 -1.7 0.2
H -0.897093 -1.365189 -1.128603 -1.0 0.5 0.8
H -0.481553 -1.337379 0.580543 -1.8 0.6 -1.1
H -2.245695 -1.457323 0.163888 -0.3 -0.3 -0.4
H 3.220653 -1.046751 0.101491 2.2 0.0 0.6
H 1.891881 -1.900055 -0.524947 -0.2 -1.7 -2.6
H 1.866991 -0.118810 -0.470938 0.2 -0.2 -0.3
H -2.386051 0.712427 0.561059 1.9 0.2 -0.4
H 0.382872 0.964963 -0.707847 1.6 -0.2 -0.6
H 1.664690 0.600766 1.947330 -0.1 -0.1 -0.2
H 1.043331 -0.727481 2.858369 -1.4 0.1 2.7
H -2.487036 0.260636 -2.582262 0.3 -0.3 -0.4
H -1.874760 3.021103 -0.060475 -0.4 0.4 0.1
```
Forces are in eV/Å.

The spin multiplicity is 1. The charge is 0. The LUMO energy (spin up / spin down) comes out at -1.445 / 0.647 eV.

---

In order of appearance, strongest force on any atom = 2.1; 1.6; 4.7 eV/A.
In order of appearance, relative energy (zero: lowest compared OMol25 entry of this formula, charge and spin) = 156.8; 6.7; 535.5 kJ/mol.